# 1
The following is a DFT calculation (ωB97M-V with the def2-TZVPD basis set) of a molecular structure, C2H3O2Pb in a non-equilibrium geometry.

```
8
Properties=species:S:1:pos:R:3:lowdin_charge:R:1
O 0.27510 1.57766 -0.08461 -0.219
C 1.01720 0.60675 -0.39345 -0.599
Pb 2.36865 2.11644 0.41264 1.589
O 0.60594 -0.61933 -0.12193 -0.079
C -0.80547 -0.86401 0.01875 -0.018
H -0.91693 -1.95302 0.04188 0.110
H -1.18507 -0.42897 0.95046 0.106
H -1.35941 -0.43552 -0.82373 0.110
```

As for the spin multiplicity: 1. As for the total charge: +1. As for the energy above the lowest of the compared OMol25 structures with the same formula, charge and spin: 34.8 kJ/mol. Its HOMO energy is -14.75 eV.



# 2
The following is a DFT calculation (ωB97M-V with the def2-TZVPD basis set) of a molecular structure, C18H38IO25PS5Si2 in a non-equilibrium geometry.

```
90
Properties=species:S:1:pos:R:3:lowdin_charge:R:1
C -3.85122 2.34335 -1.92664 0.006
C -2.65490 1.76118 -1.87942 -0.231
C -1.91096 1.69667 -0.56869 -0.298
Si -0.95721 0.06325 -0.32603 0.107
I -2.66731 -1.60808 0.28382 0.648
C -0.09734 -0.29394 -1.97057 -0.206
C 0.64398 -1.63679 -2.08286 -0.475
C -0.28374 -2.85796 -2.23397 -0.066
O 1.61654 -1.82957 -1.05734 -0.050
O 0.18815 0.13060 0.89775 -0.366
Si -0.17439 0.99342 2.27350 0.484
C -0.09178 0.01981 3.84123 -0.265
C 0.42268 -1.18002 3.97972 -0.027
P 1.45710 2.55379 2.44841 0.375
O 2.42785 2.17626 3.47165 -0.322
O 0.69452 3.94564 2.76539 -0.181
O 2.17159 2.70687 0.99833 -0.176
H -4.62960 2.10284 -1.21374 0.038
H -4.06085 3.07970 -2.69515 0.054
H -2.25666 1.38307 -2.81653 0.087
H -1.23962 2.55207 -0.48940 0.064
H -2.66665 1.72316 0.21772 0.057
H -0.77504 -0.19706 -2.81547 0.075
H 0.64438 0.50430 -2.09933 0.093
H 1.19805 -1.59834 -3.02967 0.129
H -0.41332 -3.29825 -1.24820 0.057
H 0.14267 -3.53559 -2.95698 0.045
H -1.24398 -2.46547 -2.55839 0.061
H 2.48053 -1.71019 -1.46819 0.091
H -1.46383 1.69603 2.25391 0.013
H -0.52880 0.47976 4.72336 0.065
H 0.17798 -1.71516 4.88025 0.051
H 1.04960 -1.62721 3.22012 0.065
H 1.30599 4.70174 2.75180 0.087
H 1.52626 3.21026 0.46423 0.019
C -8.81564 0.42744 0.78117 -0.164
C -8.21123 -0.84842 1.32794 -0.163
O -7.22474 -1.22124 0.35922 -0.185
S -6.59310 0.09899 -0.29885 0.571
O -5.37644 0.40249 0.36160 -0.295
O -6.67464 -0.01822 -1.70654 -0.208
O -7.71150 1.13663 0.20815 -0.186
H -9.53800 0.21896 -0.01079 0.134
H -9.28870 1.02767 1.55393 0.135
H -8.94432 -1.64133 1.44693 0.136
H -7.70581 -0.67403 2.28043 0.135
C -0.14693 5.41627 -4.11679 -0.154
C -1.51318 5.57177 -3.48443 -0.155
O -1.35215 5.05131 -2.15860 -0.189
S 0.13237 5.34856 -1.64609 0.609
O 0.12228 6.50878 -0.83736 -0.199
O 0.69346 4.12366 -1.19228 -0.234
O 0.77831 5.71954 -3.06257 -0.177
H 0.02731 4.38818 -4.44031 0.136
H 0.00350 6.09021 -4.95566 0.137
H -2.28553 5.02334 -4.01666 0.135
H -1.80077 6.62236 -3.40608 0.136
C 5.15988 -1.24792 0.96619 -0.162
C 3.68969 -1.16565 1.30944 -0.171
O 3.24222 -2.52823 1.30629 -0.197
S 4.43469 -3.48244 1.79357 0.601
O 4.26690 -3.76560 3.17079 -0.210
O 4.60829 -4.50832 0.83087 -0.222
O 5.63067 -2.41788 1.64359 -0.187
H 5.31103 -1.39054 -0.10688 0.130
H 5.71185 -0.37134 1.29497 0.136
H 3.12363 -0.57550 0.59256 0.120
H 3.54119 -0.75858 2.31318 0.132
C 3.28689 0.70104 6.26749 -0.162
C 2.60086 0.96158 7.59205 -0.162
O 1.89274 -0.25290 7.87625 -0.192
S 2.72020 -1.50146 7.29322 0.599
O 3.48173 -2.07857 8.33929 -0.216
O 1.84735 -2.26461 6.48157 -0.225
O 3.70907 -0.67056 6.34529 -0.186
H 2.59517 0.80264 5.42856 0.096
H 4.14293 1.35052 6.10707 0.136
H 1.91214 1.80062 7.54616 0.134
H 3.32532 1.12807 8.39300 0.131
C 2.68544 -5.45395 -7.00343 -0.163
C 3.22339 -4.78951 -5.75413 -0.163
O 2.52924 -3.53717 -5.68834 -0.193
S 1.05126 -3.71175 -6.29348 0.605
O 0.14361 -3.91502 -5.22464 -0.218
O 0.84878 -2.71024 -7.27285 -0.212
O 1.29225 -5.12146 -7.02206 -0.184
H 3.14793 -5.04442 -7.90387 0.134
H 2.81487 -6.53282 -6.98851 0.136
H 4.29672 -4.62679 -5.79546 0.136
H 2.97683 -5.36427 -4.85876 0.136
```

As for the spin multiplicity: 1. Its HOMO energy is -8.37 eV.



# 3
The following is a DFT calculation (ωB97M-V with the def2-TZVPD basis set) of C4H6Cl2N2S in the gas phase in a non-equilibrium geometry.

```
15
Properties=species:S:1:pos:R:3:lowdin_charge:R:1
C 1.78323 0.99910 0.05935 -0.712
C 1.41496 -0.15439 0.95603 -0.752
C -1.00764 0.98203 0.04893 -1.055
C -1.64340 -0.12834 -0.71074 -0.187
N 2.95856 1.32883 -0.14982 0.119
N 0.24134 -0.02084 1.60694 0.031
S 0.35171 1.82216 -0.67475 0.934
Cl 1.52869 -1.63879 -0.21627 0.508
Cl -2.04720 1.92769 1.02349 0.666
H 2.26483 -0.32145 1.62645 0.112
H -0.86803 -0.76597 -1.13425 0.038
H -2.24054 0.28533 -1.52852 0.089
H -2.30265 -0.71138 -0.06926 0.082
H 3.15478 2.07799 -0.80015 0.064
H -0.28089 -0.86668 1.76947 0.064
```

As for the spin multiplicity: 1. As for the energy above the lowest of the compared OMol25 structures with the same formula, charge and spin: 73.0 kJ/mol. Its HOMO energy (alpha / beta) is -9.41 / -9.41 eV.



# 4
The following is a DFT calculation (ωB97M-V with the def2-TZVPD basis set) of a molecular structure, C11H12N2PW in a non-equilibrium geometry.

```
27
Properties=species:S:1:pos:R:3:lowdin_charge:R:1
C -1.19449 0.49051 -1.80517 -0.107
C -2.02269 1.53318 -1.28680 -0.072
C -2.60148 1.04242 -0.07962 -0.065
C -2.56426 -0.37362 -0.13778 -0.120
C -1.46963 -0.70270 -0.99438 -0.100
W 1.86792 -1.27031 0.13059 0.869
P 2.75196 0.70216 -0.77265 0.597
H -0.44656 0.54056 -2.58548 0.078
H -2.18558 2.50943 -1.73366 0.106
H -3.12143 1.63785 0.68659 0.121
H -0.95198 -1.65487 -1.08501 0.076
H -3.06680 -1.06198 0.54662 0.101
H 3.43916 1.78008 -0.02710 -0.045
H 1.96226 1.52877 -1.64979 -0.089
H 3.81049 0.35841 -1.68575 -0.086
N 2.03782 -2.16899 6.83032 0.195
C 1.84465 -1.88822 5.71064 -0.157
C 1.61122 -1.53052 4.34192 -0.194
C 0.40643 -0.92223 3.94741 0.018
C 0.13469 -0.56689 2.63189 -0.070
N 1.03022 -0.90813 1.67239 -0.207
C 2.35109 -1.46636 2.10560 -0.252
C 2.63772 -1.77395 3.39220 0.003
H -0.33941 -0.71327 4.70693 0.135
H -0.77816 -0.09813 2.30984 0.111
H 3.14053 -1.51012 1.20472 0.003
H 3.61129 -2.24431 3.61236 0.151
```

As for the spin multiplicity: 3. As for the total charge: +1. As for the energy above the lowest of the compared OMol25 structures with the same formula, charge and spin: 713.9 kJ/mol. Its HOMO energy (alpha / beta) is -11.40 / -10.78 eV.



# 5
The following is a DFT calculation (ωB97M-V with the def2-TZVPD basis set) of 2 unconnected molecules or ions with the total composition C7H17N3 in a non-equilibrium geometry.

```
27
Properties=species:S:1:pos:R:3:lowdin_charge:R:1
C 1.44187 1.13660 0.94116 -0.358
C 1.31152 0.05303 1.95778 -0.053
C 0.59980 2.36649 1.07343 -0.044
N 2.24834 0.95848 -0.08421 -0.136
N 2.42175 1.70957 -1.13546 -0.017
H 2.92515 0.19802 -0.03485 0.151
H 1.68867 2.41713 -1.19922 0.003
H 0.13829 2.39579 2.06175 0.080
H 2.05717 -0.72376 1.80884 0.074
H 0.32163 -0.40081 1.89878 0.063
H 1.42495 0.44786 2.96869 0.077
H 1.19295 3.26452 0.93135 0.078
H -0.20656 2.36445 0.33658 0.060
C -0.10030 -2.49675 -1.33052 -0.111
C -2.30264 -1.35472 0.19143 -0.052
N -0.27240 -1.07053 -1.16210 -0.057
C -1.49022 -0.53089 -0.76454 -0.445
C -1.85737 0.69798 -1.13061 0.007
H 0.15895 -0.53085 -1.90278 0.116
H -0.75556 -2.92514 -2.10145 0.083
H -0.29732 -3.00678 -0.38802 0.073
H 0.93501 -2.69116 -1.60978 0.080
H -1.70074 -1.62456 1.06020 0.072
H -3.16587 -0.78691 0.53054 0.077
H -2.65469 -2.27069 -0.28484 0.079
H -1.29385 1.26066 -1.85752 0.051
H -2.76853 1.14297 -0.77462 0.048
```

As for the spin multiplicity: 1. As for the energy above the lowest of the compared OMol25 structures with the same formula, charge and spin: 305.6 kJ/mol. Its HOMO energy is -7.03 eV.



# 6
The following is a DFT calculation (ωB97M-V with the def2-TZVPD basis set) of a molecular structure, C26H18AsNNdO5PS4 in a non-equilibrium geometry.

```
57
Properties=species:S:1:pos:R:3:lowdin_charge:R:1
Nd 1.00125 -1.76472 0.26148 1.085
O 2.39164 -3.71552 4.50585 0.103
C 2.13832 -3.04545 3.35643 -0.466
O 1.15725 -3.17700 2.70279 0.010
C 3.27388 -2.09789 2.98151 -0.181
C 4.36201 -1.87988 3.79059 0.000
C 5.30084 -0.93661 3.36397 -0.049
C 5.08715 -0.26280 2.18416 0.009
C 3.95336 -0.56299 1.43157 -0.149
N 3.08630 -1.48690 1.82485 0.088
C 3.63156 0.19684 0.14721 -0.599
O 4.38783 1.10694 -0.16249 0.034
O 2.56808 -0.21864 -0.43168 -0.195
H 1.63007 -4.30619 4.59669 0.129
H 4.46932 -2.41777 4.72125 0.110
H 6.17566 -0.73384 3.96908 0.100
H 5.75387 0.50178 1.80876 0.115
O 0.48873 -0.33245 2.02516 -0.203
C -0.21586 0.40394 1.30929 -0.387
C 0.07356 1.86688 1.06866 -0.240
C 0.68238 2.89011 1.76411 -0.035
C 0.74003 4.15204 1.16097 -0.103
C 0.23436 4.33166 -0.12396 -0.099
C -0.34396 3.27284 -0.83372 -0.059
C -0.44155 2.03894 -0.21776 -0.264
P -0.97693 0.32646 -0.79383 0.964
C -1.42487 0.82619 -2.55927 -0.344
C -2.64161 1.30041 -3.05051 -0.094
C -2.78196 1.68376 -4.38494 -0.112
C -1.70183 1.60276 -5.25570 -0.122
C -0.48043 1.13294 -4.78353 -0.095
C -0.35306 0.74878 -3.45508 -0.129
C -2.70011 0.01334 -0.26619 -0.367
C -3.38229 -1.04713 -0.85974 -0.121
C -4.68170 -1.35064 -0.47780 -0.088
C -5.32360 -0.59472 0.49961 -0.117
C -4.65193 0.46148 1.10214 -0.108
C -3.34380 0.75282 0.71913 -0.088
H 1.10339 2.71585 2.74893 0.106
H 1.18646 4.99187 1.68147 0.086
H 0.29992 5.31094 -0.58691 0.089
H -0.70524 3.41873 -1.84627 0.100
H -3.50129 1.36973 -2.39209 0.097
H -3.74159 2.04015 -4.74480 0.086
H -1.81033 1.88848 -6.29564 0.084
H 0.36996 1.04394 -5.44938 0.095
H 0.59576 0.35204 -3.10218 0.081
H -2.87527 -1.66073 -1.59640 0.098
H -5.18154 -2.20121 -0.92635 0.099
H -6.33697 -0.84259 0.79922 0.086
H -5.13585 1.05145 1.87191 0.086
H -2.81810 1.57507 1.19485 0.098
S 0.35983 -2.56271 -2.42662 -0.141
As 0.24807 -4.25449 -1.05740 -0.565
S -1.16112 -3.52164 0.47226 -0.121
S 2.26326 -4.25206 -0.12435 -0.152
S -0.30127 -6.14261 -1.85936 -0.247
```

As for the spin multiplicity: 4. As for the total charge: -2. As for the energy above the lowest of the compared OMol25 structures with the same formula, charge and spin: 0.0 kJ/mol. Its HOMO energy (alpha / beta) is -1.37 / -1.37 eV.



# 7
The following is a DFT calculation (ωB97M-V with the def2-TZVPD basis set) of 2 unconnected molecules or ions with the total composition C3H3BrO2 in a non-equilibrium geometry.

```
9
Properties=species:S:1:pos:R:3:lowdin_charge:R:1
C 1.15298 1.23910 -0.79845 -0.055
C 1.63926 1.33796 0.26470 -0.022
C -1.21103 -1.04600 -0.13245 -1.034
O -0.73400 -1.37717 1.06588 -0.018
O -0.97136 -1.49291 -1.23809 0.140
Br -2.17920 0.61873 0.04088 0.792
H 2.03497 1.72661 1.20007 0.037
H -0.10853 -2.11064 1.17104 0.126
H 0.37691 1.10432 -1.57357 0.033
```

As for the spin multiplicity: 3. As for the energy above the lowest of the compared OMol25 structures with the same formula, charge and spin: 363.7 kJ/mol. Its HOMO energy (alpha / beta) is -5.77 / -10.59 eV.



# 8
The following is a DFT calculation (ωB97M-V with the def2-TZVPD basis set) of a gas-phase ion, C8H17Cl2N2 (charge +1) in a non-equilibrium geometry.

```
29
Properties=species:S:1:pos:R:3:lowdin_charge:R:1
C 0.99253 1.25985 0.03720 -0.120
C 0.94983 -0.25119 0.30856 -0.052
C -0.79476 -1.98737 0.41760 0.005
C -1.12798 2.18323 -0.64974 -0.494
C 0.38936 -1.28780 2.44303 -0.033
C -1.22209 0.01809 1.48736 -0.039
C 0.74212 2.17193 -2.27959 -0.227
C -0.03647 1.48240 -3.42433 -0.513
N 0.10195 1.76689 -1.02875 -0.269
N -0.14314 -0.87689 1.17635 -0.369
Cl -2.09104 2.92003 -1.82339 0.716
Cl -0.15645 -0.29246 -3.04706 0.567
H 0.79641 1.92413 0.79705 0.102
H 1.96517 1.44131 -0.29453 0.107
H 0.99129 -0.81920 -0.61065 0.093
H 1.83680 -0.33517 0.86720 0.113
H -1.63494 -2.56541 0.76502 0.121
H -0.07738 -2.78485 -0.02638 0.156
H -1.08569 -1.44894 -0.43017 0.048
H 0.86680 -0.40880 2.87639 0.115
H -0.36160 -1.58750 3.18316 0.117
H 1.23883 -2.14291 2.37261 0.178
H -0.89924 1.06245 1.80875 0.136
H -1.90040 0.06585 0.60950 0.117
H -1.62854 -0.38867 2.32272 0.068
H 0.79190 3.27059 -2.36834 0.130
H 1.83273 1.79720 -2.10207 0.147
H 0.36034 1.47532 -4.47788 0.097
H -1.13332 1.61133 -3.39620 -0.016
```

As for the spin multiplicity: 1. As for the total charge: +1. As for the energy above the lowest of the compared OMol25 structures with the same formula, charge and spin: 138.6 kJ/mol. Its HOMO energy is -11.75 eV.



# 9
The following is a DFT calculation (ωB97M-V with the def2-TZVPD basis set) of C4H12N2O in the gas phase in a non-equilibrium geometry.

```
19
Properties=species:S:1:pos:R:3:lowdin_charge:R:1
C -1.06614 2.22262 0.28296 -0.137
N -0.94529 1.08806 1.17507 -0.144
C -0.69927 -0.28282 0.78367 -0.208
C 0.25855 -0.37607 -0.43079 -0.407
N 1.50696 0.33128 -0.19957 0.059
C 0.38452 -1.87078 -0.75196 -0.241
O 0.88219 -2.17351 -2.05312 -0.059
H -1.90859 2.09555 -0.41204 0.076
H -1.30187 3.07792 0.90778 0.077
H -0.21168 2.39324 -0.38010 0.066
H -0.64665 1.37258 2.08838 0.093
H -1.63927 -0.82646 0.82759 0.112
H -0.06234 -0.73920 1.56727 0.123
H -0.35852 -0.00724 -1.26787 0.138
H 1.42358 0.68201 0.75819 0.068
H 2.20020 -0.38275 0.00710 0.068
H -0.60936 -2.31424 -0.78774 0.121
H 0.99620 -2.38219 -0.00003 0.122
H 1.79679 -1.90798 -2.11480 0.073
```

As for the spin multiplicity: 1. As for the energy above the lowest of the compared OMol25 structures with the same formula, charge and spin: 205.9 kJ/mol. Its SMILES is CNC[C@@H](N)CO. Its HOMO energy is -8.44 eV.



The molar mass results, record by record, are as follows: 266.24 1028.86 185.08 387.04 143.23 802.84 150.96 212.14 104.15 u.